Entry 1:
Entry from OMol25: an isolated molecule of C48H59Cl4N3O2 (ωB97M-V/def2-TZVPD).

Computed properties:
Total energy in hartree: -4019.8233
Molecular weight in g/mol: 851.83
Maximum force in eV Å⁻¹: 4.6
Energy above the lowest of the compared OMol25 structures with the same formula, charge and spin in kcal/mol: 34.5

Positions of all 116 atoms, in Å:
Cl1 -2.044 3.391 1.367
C1 -0.863 2.280 0.586
C2 -1.712 1.056 0.140
Cl2 -3.299 1.268 -0.431
C3 -0.950 -0.061 -0.335
O1 -0.994 -0.529 -1.479
C4 0.051 -0.622 0.703
O2 0.320 -1.810 0.794
C5 0.552 0.406 1.633
Cl3 1.742 -0.124 2.731
C6 -0.020 1.642 1.727
Cl4 0.054 2.413 3.259
C7 -2.303 5.177 5.139
C8 -1.566 6.464 4.758
C9 -2.483 7.679 4.892
C10 -0.980 6.333 3.365
C11 -1.740 6.639 2.237
C12 -1.271 6.337 0.959
C13 -2.112 6.628 -0.295
C14 -2.899 7.933 -0.182
C15 -3.035 5.511 -0.784
C16 0.025 5.746 0.854
C17 0.472 5.278 -0.452
N1 0.992 6.155 -1.436
C18 0.719 7.581 -1.558
C19 -0.149 8.068 -2.560
C20 -0.648 7.182 -3.693
C21 0.389 7.104 -4.807
C22 -2.037 7.568 -4.188
C23 -0.589 9.395 -2.468
C24 -0.220 10.201 -1.399
C25 0.721 9.744 -0.484
C26 1.258 8.462 -0.601
C27 2.479 8.058 0.205
C28 2.463 8.629 1.618
C29 3.795 8.348 -0.522
N2 1.375 5.453 -2.510
N3 1.089 4.158 -2.230
C30 1.238 3.200 -3.310
C31 0.142 2.937 -4.166
C32 -1.203 3.649 -4.028
C33 -2.246 2.718 -3.433
C34 -1.735 4.195 -5.359
C35 0.306 2.041 -5.224
C36 1.564 1.547 -5.540
C37 2.669 1.989 -4.818
C38 2.532 2.813 -3.707
C39 3.839 3.348 -3.105
C40 3.917 3.311 -1.583
C41 4.183 4.738 -3.652
C42 0.453 4.032 -0.984
C43 -0.244 2.746 -0.669
C44 0.858 5.529 1.995
C45 2.314 5.057 1.835
C46 2.489 3.564 1.583
C47 3.239 5.476 2.984
C48 0.305 5.808 3.240
H1 -1.655 4.299 5.026
H2 -2.638 5.223 6.180
H3 -3.183 5.033 4.498
H4 -0.715 6.584 5.442
H5 -2.002 8.577 4.493
H6 -3.426 7.517 4.361
H7 -2.712 7.858 5.945
H8 -2.738 7.066 2.350
H9 -1.374 6.766 -1.095
H10 -2.250 8.749 0.158
H11 -3.307 8.207 -1.165
H12 -3.737 7.809 0.518
H13 -2.471 4.612 -1.070
H14 -3.746 5.224 0.004
H15 -3.600 5.857 -1.666
H16 -0.727 6.171 -3.269
H17 1.240 6.523 -4.435
H18 -0.017 6.607 -5.695
H19 0.732 8.109 -5.089
H20 -2.743 7.643 -3.352
H21 -2.013 8.522 -4.729
H22 -2.416 6.801 -4.871
H23 -1.250 9.791 -3.235
H24 -0.649 11.198 -1.299
H25 1.059 10.398 0.317
H26 2.387 6.969 0.276
H27 1.523 8.367 2.119
H28 3.297 8.224 2.200
H29 2.562 9.721 1.600
H30 3.782 7.921 -1.534
H31 3.964 9.430 -0.603
H32 4.637 7.903 0.024
H33 -1.029 4.502 -3.350
H34 -1.853 2.161 -2.579
H35 -3.136 3.270 -3.107
H36 -2.539 1.952 -4.164
H37 -0.979 4.790 -5.886
H38 -2.037 3.365 -6.012
H39 -2.619 4.820 -5.176
H40 -0.573 1.776 -5.814
H41 1.690 0.882 -6.395
H42 3.671 1.680 -5.124
H43 4.613 2.658 -3.472
H44 3.593 2.335 -1.200
H45 4.949 3.488 -1.252
H46 3.289 4.097 -1.152
H47 4.270 4.706 -4.745
H48 3.383 5.443 -3.391
H49 5.132 5.093 -3.230
H50 0.364 1.919 -1.115
H51 -1.113 2.801 -1.343
H52 2.690 5.547 0.919
H53 1.613 3.167 1.064
H54 3.368 3.382 0.954
H55 2.605 3.010 2.523
H56 3.183 6.550 3.191
H57 2.994 4.921 3.900
H58 4.276 5.239 2.708
H59 0.898 5.616 4.138

=====

Entry 2:
Entry from OMol25: the ion C9H15NP with charge +1 (ωB97M-V/def2-TZVPD).

Computed properties:
Structure (SMILES): CP[C@H](C[NH3+])c1ccccc1
Total energy in hartree: -747.7323
Net charge: +1
Molecular weight in g/mol: 168.20
Maximum force in eV Å⁻¹: 5.5
Energy above the lowest of the compared OMol25 structures with the same formula, charge and spin in kcal/mol: 4.5

Positions of all 26 atoms, in Å:
C1 -2.558 -0.492 0.709
P1 -1.179 -1.718 0.861
C2 -0.195 -0.817 -0.440
C3 1.110 -1.715 -0.963
N1 2.081 -0.658 -1.348
C4 0.248 0.445 0.174
C5 -0.024 1.638 -0.487
C6 -0.045 2.820 0.261
C7 0.377 2.806 1.561
C8 0.886 1.694 2.157
C9 0.689 0.483 1.452
H1 -2.581 -0.183 -0.326
H2 -2.430 0.319 1.475
H3 -3.516 -1.017 1.024
H4 -1.637 -2.672 0.016
H5 -0.712 -0.536 -1.386
H6 1.010 -2.342 -1.847
H7 1.522 -2.378 -0.156
H8 1.668 -0.262 -2.162
H9 3.090 -1.032 -1.483
H10 2.213 -0.020 -0.400
H11 -0.185 1.626 -1.595
H12 -0.241 3.818 -0.147
H13 0.358 3.722 2.120
H14 1.495 1.644 3.126
H15 1.048 -0.502 1.718

=====

Entry 3:
Entry from OMol25: an isolated molecule of C2H5PS (ωB97M-V/def2-TZVPD).

Computed properties:
Total energy in hartree: -818.5800
Molecular weight in g/mol: 92.10
⟨S²⟩: 2.01
Maximum force in eV Å⁻¹: 5.6
Energy above the lowest of the compared OMol25 structures with the same formula, charge and spin in kcal/mol: 12.9
Multiplicity: 3

Positions of all 9 atoms, in Å:
C1 1.212 0.895 0.023
C2 0.217 -0.459 -0.166
P1 -1.591 -0.087 -0.470
S1 2.647 0.889 -0.672
H1 0.742 1.748 0.578
H2 -0.062 -0.989 0.864
H3 0.598 -1.146 -0.879
H4 -1.701 0.459 0.783
H5 -2.060 -1.309 -0.060

=====

Among the records above, which one has the lowest total energy?
C48H59Cl4N3O2

=====

Look up the maximum force of the first one.
4.6 eV Å⁻¹